Record 1
{
  "formula": "C3H10N",
  "method": "the ωB97M-V functional and the def2-TZVPD basis",
  "lumo_ev": -5.6,
  "e_homo_ev": -16.600,
  "total_charge": 1,
  "de_lowest_ev": 1.919,
  "species": ["C", "H", "H", "H", "H", "C", "C", "N", "H", "H", "H", "H", "H", "H"],
  "positions_angstrom": [[-1.282, -0.634, 2.046], [-2.154, -1.256, 1.849], [-0.552, -1.016, 1.331], [-0.988, -0.724, 3.090], [-1.433, 0.430, 1.884], [0.567, -0.629, -1.676], [0.634, 1.360, -0.214], [1.010, 0.718, -1.241], [0.376, -0.495, -2.743], [-0.231, -1.016, -1.067], [1.473, -1.236, -1.802], [0.371, 0.890, 0.730], [0.612, 2.447, -0.241], [1.595, 1.161, -1.946]],
  "forces_ev_per_a": [[0.03, -0.17, -0.14], [-0.32, 0.46, 0.20], [0.44, 0.02, 0.41], [0.28, -0.37, -0.16], [-0.49, 0.00, -0.24], [2.15, 0.20, -0.80], [0.29, 0.80, 0.54], [-0.38, -0.68, -0.46], [-1.04, 0.13, 0.23], [-0.07, -0.18, 0.02], [-0.28, -0.40, 0.93], [-0.83, -0.40, -0.55], [0.84, -0.04, 0.12], [-0.61, 0.62, -0.10]],
  "nbo_charge": [-0.854, 0.242, 0.177, 0.243, 0.198, -0.434, 0.137, -0.387, 0.254, 0.253, 0.252, 0.245, 0.232, 0.442]
}


Record 2
{
  "formula": "C3H10N",
  "method": "the ωB97M-V functional and the def2-TZVPD basis",
  "lumo_ev": -8.1,
  "e_homo_ev": -14.540,
  "total_charge": 1,
  "de_lowest_ev": 7.529,
  "species": ["C", "C", "C", "N", "H", "H", "H", "H", "H", "H", "H", "H", "H", "H"],
  "positions_angstrom": [[0.079, 0.760, -0.752], [0.086, -0.533, 0.443], [-1.459, -1.279, 0.555], [1.176, 1.529, -0.202], [0.294, 0.620, -1.820], [-0.781, 1.402, -0.541], [0.305, -0.076, 1.356], [0.806, -1.221, 0.061], [-1.763, -2.232, 1.172], [-2.192, -0.469, 0.795], [-1.631, -1.564, -0.556], [1.227, 2.549, -0.429], [1.825, -0.426, 0.271], [2.028, 0.939, -0.353]],
  "forces_ev_per_a": [[0.45, -0.13, 3.02], [-3.66, 3.30, -2.63], [-0.10, -1.64, -2.05], [0.73, -0.50, 0.13], [-0.81, -1.14, 0.31], [-0.35, -0.70, -0.39], [0.30, 0.98, 1.38], [2.40, -2.13, -1.30], [1.56, 1.98, -0.84], [1.14, -0.30, 0.05], [0.16, 0.41, 1.92], [0.67, -1.46, 0.24], [-2.65, -0.51, 0.84], [0.17, 1.82, -0.67]],
  "nbo_charge": [-0.215, -0.482, -0.551, -0.812, 0.226, 0.237, 0.274, 0.238, 0.281, 0.262, 0.239, 0.446, 0.535, 0.322]
}


Record 3
{
  "formula": "C3H10N",
  "method": "the ωB97M-V functional and the def2-TZVPD basis",
  "lumo_ev": -5.7,
  "e_homo_ev": -14.414,
  "total_charge": 1,
  "de_lowest_ev": 1.548,
  "species": ["C", "H", "H", "H", "H", "C", "C", "N", "H", "H", "H", "H", "H", "H"],
  "positions_angstrom": [[6.441, -0.458, -1.262], [5.969, 0.108, -2.068], [5.818, -0.462, -0.371], [6.673, -1.481, -1.531], [7.383, 0.064, -1.098], [-2.849, -0.590, 0.612], [-4.332, 1.256, 1.124], [-3.868, 0.409, 0.289], [-3.287, -1.552, 0.326], [-1.952, -0.455, 0.014], [-2.669, -0.570, 1.683], [-4.088, 1.273, 2.179], [-4.876, 2.097, 0.706], [-4.361, 0.362, -0.601]],
  "forces_ev_per_a": [[0.29, 0.47, -0.16], [-0.24, -0.43, 0.02], [0.06, 0.16, 0.03], [-0.12, -0.11, -0.28], [0.00, -0.09, 0.39], [-0.84, -1.10, -0.22], [0.37, 0.80, -0.74], [-0.36, 0.22, 1.01], [0.27, -0.01, 0.20], [0.00, 0.36, 0.07], [0.19, 0.06, -0.10], [0.42, -0.20, -0.06], [-0.71, -0.36, 0.22], [0.67, 0.23, -0.37]],
  "nbo_charge": [-0.851, 0.211, 0.207, 0.215, 0.217, -0.434, 0.139, -0.374, 0.248, 0.262, 0.240, 0.235, 0.236, 0.449]
}


Record 4
{
  "formula": "C3H10N",
  "method": "the ωB97M-V functional and the def2-TZVPD basis",
  "lumo_ev": [-11.0, -17.4],
  "e_homo_ev": [-23.084, -22.306],
  "multiplicity": 2,
  "s_squared": 0.75,
  "total_charge": 2,
  "de_lowest_ev": 4.242,
  "species": ["C", "H", "H", "H", "H", "C", "C", "N", "H", "H", "H", "H", "H", "H"],
  "positions_angstrom": [[-1.524, 0.730, -1.457], [-2.167, 0.443, -2.294], [-1.142, 1.741, -1.479], [-0.792, -0.146, -1.308], [-2.131, 0.598, -0.493], [0.317, -1.216, 1.246], [1.785, 0.443, 0.296], [0.571, 0.093, 0.643], [1.196, -1.615, 1.752], [-0.038, -1.902, 0.458], [-0.406, -1.096, 2.054], [2.562, -0.292, 0.069], [1.973, 1.473, -0.009], [-0.206, 0.746, 0.522]],
  "forces_ev_per_a": [[-1.12, 0.48, -0.46], [0.72, 0.08, -0.78], [-0.27, 0.47, -0.21], [-0.48, -0.63, 0.38], [0.81, -0.33, 0.65], [-0.39, -0.09, 0.48], [-0.73, 0.56, -1.42], [1.22, -0.61, -0.01], [0.37, 0.04, -0.52], [-0.04, -0.10, 0.33], [-0.45, 0.01, -0.32], [-0.04, -0.12, 0.89], [-0.04, 0.02, 0.20], [0.45, 0.23, 0.77]],
  "nbo_charge": [-0.625, 0.325, 0.282, 0.373, 0.374, -0.462, 0.242, -0.367, 0.290, 0.290, 0.290, 0.275, 0.262, 0.451]
}


Record 5
{
  "formula": "C3H10N2",
  "method": "the ωB97M-V functional and the def2-TZVPD basis",
  "lumo_ev": [4.1, 3.9],
  "e_homo_ev": [1.357, -5.171],
  "multiplicity": 2,
  "s_squared": 0.75,
  "total_charge": -1,
  "de_lowest_ev": 1.638,
  "species": ["C", "N", "H", "H", "H", "H", "H", "C", "C", "N", "H", "H", "H", "H", "H"],
  "positions_angstrom": [[-2.731, 0.600, 0.179], [-1.728, -0.040, 1.059], [-2.288, 1.440, -0.358], [-3.652, 0.964, 0.630], [-3.038, -0.133, -0.588], [-1.463, 0.705, 1.708], [-2.257, -0.716, 1.612], [3.000, 0.455, -0.606], [2.405, -0.765, -0.580], [1.026, -0.867, -0.509], [2.589, 1.408, -0.899], [3.980, 0.532, -0.120], [3.037, -1.649, -0.544], [0.654, -1.484, -1.209], [0.468, -0.451, 0.226]],
  "forces_ev_per_a": [[0.19, -0.64, -0.96], [-0.57, 0.66, 0.00], [0.14, 0.03, -0.01], [-0.07, 0.01, 0.48], [0.07, 0.24, 0.14], [0.14, -0.25, 0.25], [0.24, -0.05, 0.15], [0.96, -0.92, 0.88], [-0.07, 2.32, 0.55], [0.90, -0.90, -1.33], [-0.80, -0.13, 0.37], [0.22, -0.13, -0.89], [-0.15, -0.21, 0.24], [-0.92, -0.13, 0.62], [-0.29, 0.10, -0.48]],
  "nbo_charge": [-0.963, -1.024, 0.169, 0.138, 0.162, 0.310, 0.318, -0.520, -0.014, -0.887, 0.196, 0.168, 0.150, 0.366, 0.433]
}


Record 6
{
  "formula": "C3H10N2",
  "method": "the ωB97M-V functional and the def2-TZVPD basis",
  "lumo_ev": 0.9,
  "e_homo_ev": -9.022,
  "smiles": "[H]/N=C\\N.CC",
  "total_charge": 0,
  "de_lowest_ev": 0.699,
  "species": ["H", "N", "C", "N", "H", "H", "H", "C", "C", "H", "H", "H", "H", "H", "H"],
  "positions_angstrom": [[1.022, -2.104, -0.342], [0.106, -2.526, -0.490], [-0.693, -1.730, -1.076], [-0.384, -0.801, -2.032], [-1.778, -1.793, -0.959], [-1.096, -0.449, -2.646], [0.558, -0.713, -2.374], [0.515, 1.838, 0.782], [0.112, 0.714, 1.733], [-0.312, 2.541, 0.731], [0.588, 1.426, -0.225], [1.426, 2.384, 1.019], [-0.751, 0.231, 1.273], [0.868, -0.060, 1.874], [-0.182, 1.043, 2.729]],
  "forces_ev_per_a": [[0.36, -0.46, -0.89], [-0.55, 0.79, 1.66], [0.03, -0.43, -1.22], [0.19, 0.69, 0.17], [0.05, -0.49, 0.00], [-0.11, 0.05, 0.19], [0.04, -0.14, 0.09], [-0.37, -0.21, -0.09], [-0.05, -0.17, -0.13], [0.01, 0.32, 0.04], [0.28, 0.04, -0.04], [0.05, -0.10, 0.15], [-0.05, -0.18, 0.25], [0.12, 0.08, -0.15], [0.01, 0.22, -0.04]],
  "nbo_charge": [0.335, -0.737, 0.306, -0.829, 0.150, 0.391, 0.386, -0.607, -0.604, 0.200, 0.201, 0.202, 0.202, 0.203, 0.202]
}